Record 1
Molecular formula: C12H18F3N4Ti
Method: DFT, wB97M-V/def2-TZVPD

The geometry in ORCA input format:
```
! RIJCOSX wB97M-V def2-TZVPD def2/J DEFGRID3
* xyz 2 2
Ti 0.015 -0.007 0.900
C 2.196 -1.321 -0.699
C 0.863 -1.892 -1.152
N -0.053 -2.011 0.022
C -1.421 -2.429 -0.374
C -2.204 -1.198 -0.761
C -3.408 -1.234 -1.431
C -4.025 -0.032 -1.753
C -3.411 1.172 -1.429
C -2.208 1.138 -0.760
C -1.429 2.371 -0.375
N -0.039 1.968 -0.032
C 0.812 1.775 -1.246
C 2.165 1.212 -0.838
N 2.011 -0.015 0.011
N -1.632 -0.030 -0.408
H 2.871 -1.213 -1.549
H 2.669 -2.010 0.002
H 1.015 -2.859 -1.636
H 0.378 -1.240 -1.881
H 0.333 -2.704 0.661
H -1.900 -2.942 0.461
H -1.387 -3.132 -1.208
H -3.853 -2.182 -1.703
H -4.972 -0.034 -2.276
H -3.858 2.118 -1.701
H -1.881 2.856 0.491
H -1.435 3.093 -1.194
H 0.379 2.706 0.533
H 0.945 2.711 -1.791
H 0.284 1.090 -1.911
H 2.709 1.954 -0.253
H 2.764 1.001 -1.724
H 2.716 0.028 0.742
F 0.776 -0.755 2.618
C -0.463 0.261 2.987
F -1.284 -0.502 3.649
F 0.082 1.115 3.805
*
```

**HOMO level (alpha / beta)**: -16.041 / -16.817 eV
**Frontier orbital gap (alpha / beta)**: 8.6 / 9.6 eV
**E_tot**: -1835.68362 Ha

Record 2
Molecular formula: C12H18F4N5O5
Method: DFT, wB97M-V/def2-TZVPD

The geometry in ORCA input format:
```
! RIJCOSX wB97M-V def2-TZVPD def2/J DEFGRID3
* xyz 1 1
C 1.367 1.302 -0.498
C 1.180 0.246 -1.646
C 0.634 -1.120 -1.186
F 1.300 -1.445 0.017
N -0.789 -1.165 -0.891
C -1.731 -0.195 -1.428
C -2.641 -0.028 -0.115
N -4.102 0.148 -0.269
C -4.306 1.334 -1.069
O -4.435 2.357 -0.560
F -4.305 1.283 -2.416
C -4.754 -1.028 -0.808
O -5.329 -1.718 -0.097
F -4.740 -1.330 -2.121
N -2.126 -0.924 0.885
C -1.262 -1.843 0.216
N -1.078 -3.053 0.619
C -0.218 -4.020 -0.117
N -0.515 -4.149 -1.536
H 1.111 0.937 0.509
H 2.423 1.613 -0.528
H 0.790 2.221 -0.721
H 0.578 0.694 -2.461
H 2.166 0.048 -2.109
H 0.975 -1.877 -1.922
H -1.434 0.841 -1.628
H -2.340 -0.673 -2.215
H -2.325 0.972 0.260
H -1.750 -0.530 1.739
H -1.526 -3.393 1.467
H 0.864 -3.840 0.035
H -0.409 -5.012 0.345
H -1.393 -3.715 -1.800
H 0.250 -3.837 -2.120
C 3.846 2.241 2.896
C 4.576 3.551 3.001
O 4.505 4.056 1.679
C 3.361 3.554 1.140
O 2.848 3.971 0.154
O 2.875 2.515 1.883
F 5.874 3.365 3.329
H 4.495 1.427 2.567
H 3.367 1.953 3.830
H 4.123 4.267 3.690
*
```

**HOMO level**: -13.681 eV
**Frontier orbital gap**: 9.8 eV
**E_tot**: -1517.22448 Ha

Record 3
Molecular formula: C12H18F9Ni2O9
Method: DFT, wB97M-V/def2-TZVPD

The geometry in ORCA input format:
```
! RIJCOSX wB97M-V def2-TZVPD def2/J DEFGRID3
* xyz 1 5
Ni -2.543 -0.776 -3.189
Ni -1.167 -0.105 -1.040
O -1.004 -1.728 -2.203
H -0.097 -1.779 -2.502
O -3.127 -0.335 -1.349
H -3.931 -0.520 -0.878
O -1.239 0.769 -2.859
H -0.867 1.083 -3.677
C 0.712 3.453 -2.032
C -0.640 3.864 -1.475
O -0.605 3.810 -0.049
C -0.761 2.714 0.623
O -0.969 1.639 0.134
C -0.573 2.918 2.140
F -1.726 3.191 2.757
F -0.125 1.750 2.604
F 0.263 3.914 2.386
H 0.652 3.215 -3.094
H 1.080 2.520 -1.605
H 1.441 4.246 -1.874
H -1.456 3.248 -1.860
H -0.889 4.900 -1.695
C -0.211 -4.220 0.484
C -1.611 -3.651 0.342
O -1.981 -2.961 1.551
C -1.766 -1.679 1.641
O -1.112 -1.036 0.863
C -2.425 -1.052 2.901
F -2.714 0.226 2.706
F -3.532 -1.719 3.195
F -1.531 -1.125 3.896
H 0.535 -3.428 0.608
H 0.053 -4.730 -0.442
H -0.125 -4.826 1.383
H -2.334 -4.459 0.245
H -1.725 -3.030 -0.546
C 3.050 0.282 2.062
C 2.396 -0.922 1.441
O 2.879 -1.052 0.072
C 2.237 -0.459 -0.879
O 1.097 -0.081 -0.843
C 3.021 -0.294 -2.201
F 2.188 -0.083 -3.218
F 3.856 0.754 -2.146
F 3.726 -1.416 -2.410
H 4.126 0.123 2.105
H 2.670 0.440 3.072
H 2.852 1.191 1.495
H 1.304 -0.910 1.454
H 2.648 -1.874 1.905
*
```

**HOMO level (alpha / beta)**: -13.300 / -13.380 eV
**Relative energy (zero: lowest compared OMol25 entry of this formula, charge and spin)**: 30.34 kJ/mol
**Frontier orbital gap (alpha / beta)**: 9.0 / 9.1 eV
**E_tot**: -5060.45889 Ha

Record 4
Molecular formula: C12H18FNO2S
Method: DFT, wB97M-V/def2-TZVPD

The geometry in ORCA input format:
```
! RIJCOSX wB97M-V def2-TZVPD def2/J DEFGRID3
* xyz 0 1
C -3.005 2.657 2.666
C -2.608 1.735 1.537
C -2.492 0.340 1.737
C -2.132 -0.497 0.677
C -1.916 0.023 -0.581
S -1.392 -1.195 -1.826
O -2.393 -2.289 -1.864
O -1.146 -0.556 -3.141
N 0.131 -1.869 -1.140
F 0.273 -3.261 -1.046
C 1.325 -1.141 -1.634
C 2.311 -0.755 -0.500
C 1.636 0.316 0.407
C 3.606 -0.178 -1.138
C 2.752 -1.971 0.376
C -2.023 1.427 -0.811
C -2.365 2.272 0.243
H -3.910 3.213 2.493
H -2.187 3.386 2.857
H -3.142 2.066 3.534
H -2.635 -0.108 2.737
H -2.047 -1.583 0.851
H 1.784 -1.812 -2.380
H 1.048 -0.247 -2.174
H 2.396 0.724 1.116
H 1.197 1.167 -0.115
H 0.803 -0.146 0.993
H 4.433 -0.119 -0.428
H 4.015 -0.781 -1.958
H 3.484 0.795 -1.587
H 3.527 -1.661 1.085
H 3.130 -2.788 -0.249
H 1.866 -2.358 0.948
H -1.841 1.826 -1.786
H -2.485 3.369 0.099
*
```

**HOMO level**: -9.578 eV
**Frontier orbital gap**: 9.6 eV
**E_tot**: -1171.22312 Ha
**SMILES**: Cc1ccc(S(=O)(=O)N(F)CC(C)(C)C)cc1

Record 5
Molecular formula: C12H18N11PdSSb
Method: DFT, wB97M-V/def2-TZVPD

The geometry in ORCA input format:
```
! RIJCOSX wB97M-V def2-TZVPD def2/J DEFGRID3
* xyz -2 3
Pd 0.096 -0.708 -0.143
N 2.787 -1.404 2.214
C 3.142 -0.994 0.948
N 4.397 -0.894 0.535
N 4.297 -0.487 -0.745
N 3.060 -0.353 -1.079
N 2.284 -0.655 -0.017
C 1.514 -1.257 2.723
N 1.229 -1.258 4.015
N -0.112 -1.107 4.066
N -0.599 -1.012 2.876
N 0.405 -1.119 1.989
H 3.531 -1.477 2.882
C -2.073 -3.181 0.331
C -2.727 -1.923 -0.160
C -4.073 -1.732 -0.430
C -4.219 -0.386 -0.837
C -2.956 0.173 -0.800
C -2.606 1.604 -1.066
N -2.044 -0.756 -0.385
H -2.737 -3.706 1.021
H -1.156 -2.946 0.865
H -1.818 -3.858 -0.487
H -4.852 -2.476 -0.333
H -5.125 0.126 -1.133
H -3.471 2.114 -1.494
H -1.770 1.702 -1.764
H -2.334 2.124 -0.139
C 0.020 4.061 -0.369
Sb 0.598 1.981 0.033
C 2.632 2.597 0.484
C 0.859 1.640 -2.099
H 0.679 4.472 -1.134
H 0.124 4.647 0.547
H -1.014 4.126 -0.710
H 2.793 3.607 0.104
H 3.338 1.912 0.020
H 2.786 2.589 1.564
H 1.840 1.989 -2.415
H 0.074 2.159 -2.650
H 0.799 0.571 -2.297
S 1.192 -4.910 -1.356
C 0.767 -3.359 -1.511
N 0.444 -2.237 -1.662
*
```

**HOMO level (alpha / beta)**: -1.558 / -1.555 eV
**Relative energy (zero: lowest compared OMol25 entry of this formula, charge and spin)**: 47.80 kJ/mol
**Frontier orbital gap (alpha / beta)**: 6.4 / 5.5 eV
**E_tot**: -1836.68762 Ha

Record 6
Molecular formula: C12H18N2
Method: DFT, wB97M-V/def2-TZVPD

The geometry in ORCA input format:
```
! RIJCOSX wB97M-V def2-TZVPD def2/J DEFGRID3
* xyz 0 1
N 0.106 4.256 2.184
C 0.215 3.059 1.442
C 1.335 2.129 1.474
C 1.524 1.149 0.461
C 0.487 0.862 -0.478
N 0.559 -0.188 -1.378
C 1.461 -1.303 -1.151
C 1.283 -2.122 0.209
C -0.138 -2.459 0.717
C -1.229 -2.473 -0.494
C -1.736 -1.257 -1.193
C -0.755 -0.498 -2.031
C -0.658 1.647 -0.371
C -0.803 2.764 0.460
H -0.963 4.349 2.499
H 0.598 4.051 3.082
H 2.136 2.376 2.117
H 2.466 0.546 0.632
H 1.160 -1.972 -1.964
H 2.521 -0.866 -1.167
H 1.796 -1.527 1.011
H 1.804 -3.084 0.074
H -0.058 -3.441 1.284
H -0.528 -1.686 1.554
H -0.749 -3.094 -1.224
H -2.021 -3.029 -0.124
H -2.734 -1.261 -1.747
H -2.062 -0.599 -0.270
H -0.442 -1.140 -2.878
H -1.195 0.334 -2.423
H -1.628 1.227 -0.857
H -1.751 3.250 0.552
*
```

**HOMO level**: -6.987 eV
**Relative energy (zero: lowest compared OMol25 entry of this formula, charge and spin)**: 183.89 kJ/mol
**Frontier orbital gap**: 8.0 eV
**E_tot**: -577.47924 Ha
**SMILES**: Nc1ccc(N2CCCCCC2)cc1

Record 7
Molecular formula: C12H18NO2
Method: DFT, wB97M-V/def2-TZVPD

The geometry in ORCA input format:
```
! RIJCOSX wB97M-V def2-TZVPD def2/J DEFGRID3
* xyz 0 2
C -1.610 -2.551 -0.681
C -1.122 -1.303 -0.027
C 0.131 -1.157 0.487
C 0.511 0.108 1.197
C -0.626 1.123 1.141
C -1.888 0.396 1.617
C -2.040 -0.121 0.159
C -1.261 1.178 -0.301
C -2.209 2.360 -0.426
C -0.346 1.093 -1.491
O 1.685 0.739 0.657
C 2.694 -0.246 0.592
O 2.959 -0.902 1.616
N 3.150 -0.337 -0.663
C 4.523 -0.779 -0.689
H -2.683 -2.454 -0.915
H -1.070 -2.743 -1.621
H -1.462 -3.426 -0.029
H 0.869 -1.964 0.425
H 0.711 -0.161 2.251
H -0.403 2.094 1.580
H -1.748 -0.369 2.393
H -2.684 1.074 1.909
H -3.055 -0.237 -0.231
H -2.831 2.246 -1.324
H -2.874 2.478 0.434
H -1.621 3.279 -0.538
H -0.915 0.765 -2.371
H 0.050 2.093 -1.691
H 0.513 0.434 -1.351
H 4.936 -0.520 -1.670
H 5.178 -0.310 0.089
H 4.537 -1.880 -0.528
*
```

**HOMO level (alpha / beta)**: -8.666 / -8.664 eV
**Relative energy (zero: lowest compared OMol25 entry of this formula, charge and spin)**: 22.45 kJ/mol
**Frontier orbital gap (alpha / beta)**: 9.5 / 6.4 eV
**E_tot**: -673.17691 Ha

Record 8
Molecular formula: C12H18S
Method: DFT, wB97M-V/def2-TZVPD

The geometry in ORCA input format:
```
! RIJCOSX wB97M-V def2-TZVPD def2/J DEFGRID3
* xyz 0 1
C -4.263 -0.198 -0.840
C -2.957 0.032 -0.120
C -1.906 0.591 -1.068
C -0.547 0.027 -0.632
C -0.063 0.766 0.629
C 1.468 0.365 0.890
C 2.032 0.906 2.186
C 1.470 -1.094 0.922
C 2.124 -1.954 0.131
C 2.868 -1.414 -0.925
C 3.025 -0.089 -1.132
C 2.360 0.813 -0.233
S 2.727 2.416 -0.490
H -4.853 0.755 -0.807
H -3.804 -0.517 -1.817
H -4.840 -0.982 -0.432
H -2.602 -1.072 0.078
H -3.098 0.526 0.948
H -2.163 0.152 -2.159
H -1.876 1.701 -1.272
H -0.628 -1.012 -0.433
H 0.075 0.279 -1.489
H -0.170 1.872 0.515
H -0.600 0.619 1.574
H 2.012 1.907 2.162
H 3.055 0.506 2.369
H 1.478 0.616 3.064
H 0.800 -1.542 1.678
H 1.958 -3.018 0.231
H 3.429 -2.233 -1.512
H 3.488 0.276 -2.017
*
```

**HOMO level (alpha / beta)**: -8.205 / -8.206 eV
**Relative energy (zero: lowest compared OMol25 entry of this formula, charge and spin)**: 63.36 kJ/mol
**Frontier orbital gap (alpha / beta)**: 7.5 / 7.5 eV
**E_tot**: -866.12943 Ha
**SMILES**: CCCCC[C@@]1(C)C=CC=CC1=S

What is the E_tot in the eighth record? -866.12943 Ha